This record from the OMol25 dataset describes a 2-piece molecular cluster, C3H6NO overall. The level of theory is wB97M-V/def2-TZVPD.

Structure (XYZ):
```
11
C3H6NO, DFT wB97M-V/def2-TZVPD
C 1.25616 0.11825 0.96051
C 1.01150 -0.61991 -0.42983
C 0.71338 0.82822 -0.26812
N -2.42345 0.66058 -0.16976
O -2.64069 -0.63427 0.03277
H 0.48971 -0.23877 1.66166
H 2.39514 0.27462 1.30028
H 1.88240 -0.85866 -1.06175
H -0.01279 -1.25911 -0.57883
H -0.34849 0.92703 -0.26691
H -2.32287 0.80201 -1.18000
```

Values from the calculation:
- net charge = -1
- lowest unoccupied orbital energy (alpha / beta) (hartree) = 0.163 / 0.127
- highest occupied orbital energy (alpha / beta) (eV) = -2.409 / -1.372

---

This record from the OMol25 dataset describes a 9-piece molecular cluster, C17H46BCl2F4O13 overall. The level of theory is wB97M-V/def2-TZVPD.

Structure (XYZ):
```
83
C17H46BCl2F4O13, DFT wB97M-V/def2-TZVPD
B -11.27329 27.58502 5.25798
F -10.60655 28.77350 4.93256
F -10.71152 27.14355 6.47775
F -12.64613 27.71149 5.33899
F -10.98853 26.64252 4.22915
C -10.20883 24.27191 10.27537
C -9.04434 24.25325 9.27928
C -9.64044 24.34497 7.88982
O -11.03862 24.47570 8.19006
C -11.13517 25.14400 9.45389
H -9.93483 24.81282 11.18571
H -10.66630 23.31874 10.52540
H -8.55284 23.28092 9.40999
H -8.27053 24.99247 9.48452
H -9.33622 23.57323 7.18735
H -9.23695 25.26995 7.47284
H -12.17739 25.02850 9.76158
H -10.89307 26.20515 9.56507
C -7.79965 25.90593 2.64459
C -7.56306 27.41617 2.69343
O -8.69435 28.15661 2.32851
O -8.61766 25.33536 3.68429
H -6.84339 25.40984 2.81681
H -8.28456 25.65629 1.69673
H -6.70765 27.64771 2.05636
H -7.22099 27.64435 3.71140
H -9.40139 28.01607 2.95990
H -9.49099 25.75294 3.84495
C -7.49014 28.03137 8.29006
C -8.36859 29.24774 8.06769
O -9.73896 28.96170 8.39072
O -7.70668 27.10459 7.24805
H -7.75443 27.55130 9.24242
H -6.44270 28.30793 8.43160
H -8.28334 29.66846 7.06694
H -8.14449 30.03795 8.78811
H -10.16223 28.43933 7.69262
H -8.64107 27.13915 7.00540
C -13.18702 27.80734 1.88800
C -14.44336 27.07429 2.26768
O -14.47230 25.71074 1.83705
O -12.84475 27.68253 0.52518
H -12.41269 27.29697 2.47424
H -13.13801 28.82116 2.28150
H -15.39536 27.49504 1.92041
H -14.55439 27.12942 3.35745
H -14.72237 25.16429 2.59508
H -12.66766 26.77671 0.26895
C -13.55746 30.22116 7.04605
C -13.89869 31.69542 7.30338
O -15.32747 31.80586 7.38783
O -13.96681 29.97674 5.70613
H -13.95643 29.57550 7.83057
H -12.46619 30.13713 7.11920
H -13.59857 32.30090 6.44580
H -13.46314 32.14459 8.19971
H -15.55106 32.44601 8.06498
H -13.46641 29.17971 5.46440
C -14.42005 26.78049 7.89638
C -15.22121 25.67436 7.18888
O -14.95628 24.45699 7.91895
O -14.81371 27.12234 9.21054
H -14.40465 27.63553 7.21659
H -13.38170 26.47628 8.05878
H -14.98848 25.56041 6.13272
H -16.29898 25.85980 7.24944
H -15.01871 24.69013 8.85116
H -15.16103 28.01634 9.24382
C -12.48051 23.95757 5.24776
C -13.05016 23.51968 3.93204
O -14.46650 23.80440 3.98199
O -12.78467 23.07411 6.31914
H -12.65499 25.00779 5.49893
H -11.38573 24.04358 5.14798
H -12.90837 22.44951 3.77818
H -12.57971 24.09867 3.14149
H -14.95069 23.21062 4.55983
H -12.71501 23.61928 7.11338
C -9.75945 31.56340 5.64119
Cl -10.76769 33.01563 5.49728
Cl -8.08762 31.99423 6.06956
H -10.16048 31.02579 6.49301
H -9.65642 30.99560 4.72479
```

Values from the calculation:
- net charge = -1
- lowest unoccupied orbital energy (hartree) = 0.088
- highest occupied orbital energy (eV) = -7.162

---

This record from the OMol25 dataset describes a 2-piece molecular cluster, C12H17N overall. The level of theory is wB97M-V/def2-TZVPD.

Structure (XYZ):
```
30
C12H17N, DFT wB97M-V/def2-TZVPD
C 2.96754 -1.00677 -0.47980
C 1.27867 -1.72087 1.21469
C 1.56815 -1.18063 0.00334
C -0.58224 -1.94638 0.00983
C 0.35587 -1.27018 -0.79043
C -1.86957 -2.22430 -0.45380
C -0.14161 -0.53172 -1.88269
C -2.29253 -1.62227 -1.61615
C -1.41076 -0.78309 -2.33315
N -0.04092 -2.14227 1.24771
H 1.86163 -1.79571 2.12025
H -0.45190 -2.64719 2.01053
H 3.24088 -1.70637 -1.27863
H 3.69535 -1.18726 0.31215
H -2.57059 -2.81915 0.12335
H 0.55293 0.17235 -2.31533
H -3.34736 -1.58515 -1.84216
H -1.74846 -0.44619 -3.30276
H 3.20017 -0.03439 -0.92993
C -0.22963 1.96544 0.47383
C 0.74284 2.58134 1.50935
C -1.64652 2.49315 0.64344
H 0.12366 2.22724 -0.52769
H -0.12550 0.88944 0.56118
H 1.60673 1.96961 1.75472
H -1.87018 2.64686 1.69692
H -1.69656 3.52829 0.29600
H -2.40643 1.86007 0.19202
H 1.05611 3.56369 1.15157
H 0.18025 2.75239 2.43167
```

Values from the calculation:
- lowest unoccupied orbital energy (hartree) = 0.032
- SMILES string = Cc1c[nH]c2ccccc12.CCC
- highest occupied orbital energy (eV) = -7.896

---

This record from the OMol25 dataset describes a 2-piece molecular cluster, C4H14N2O overall. The level of theory is wB97M-V/def2-TZVPD.

Structure (XYZ):
```
21
C4H14N2O, DFT wB97M-V/def2-TZVPD
C 0.30763 -0.46226 0.62441
C -0.37848 0.04872 -0.55330
C 0.22980 -0.36256 -1.91336
C -0.80664 0.73566 -3.84760
N 0.12200 0.72182 -2.93792
N -0.03056 0.16933 1.95400
H 0.10948 -1.59707 0.67180
H 1.39908 -0.41571 0.52433
H -1.46961 -0.43244 -0.51122
H -0.49214 1.15227 -0.58985
H 1.24869 -0.62856 -1.69234
H -0.04108 -1.35129 -2.29860
H -1.74894 0.18311 -3.93208
H -0.63517 1.47768 -4.67520
H 1.00340 1.32521 -3.03071
H -1.12548 0.05883 2.20635
H 0.40181 1.07692 2.11701
H 0.52125 -0.48948 2.72004
H 0.78975 -1.16344 5.19858
H 0.22375 0.33931 5.32403
O 0.37145 -0.38608 4.64164
```

Values from the calculation:
- net charge = +3
- multiplicity = 2
- lowest unoccupied orbital energy (alpha / beta) (hartree) = -0.437 / -0.721
- highest occupied orbital energy (alpha / beta) (eV) = -22.572 / -22.553

---

E_tot, respectively: -247.6766, -2998.3584, -522.1889, -344.1838 hartree.
Max |F|, respectively: 3.1, 3.0, 1.6, 4.7 eV/A.
ΔE to the lowest compared entry with this formula, charge and spin, respectively: 335.43, 6.42, 82.38, 281.18 kJ/mol.